C10H34AgN14O11 as an isolated structure, computed with ωB97M-V with the def2-TZVPD basis set.

Structure (ORCA input):
```
! RIJCOSX wB97M-V def2-TZVPD def2/J DEFGRID3
* xyz 0 2
Ag -0.94687 -0.88060 2.46062
O 0.92357 2.11662 -5.59176
O 5.60531 -0.06216 -0.00675
O 0.69944 -0.02483 -1.16831
O 0.77560 -2.08474 3.54907
O -4.42985 -2.14273 -2.68207
O -1.03094 0.04516 0.28872
O 0.70327 -0.99719 0.85041
O 1.88882 -5.18028 -1.75332
O -0.09061 1.06207 3.39615
O -1.37648 2.59703 -1.04127
O -2.83019 0.31716 2.72156
N 1.92712 1.71507 2.59558
N 2.61366 -3.28191 2.90508
N -3.45862 1.90714 1.22289
N 1.26665 2.03192 -3.33294
N 1.06886 2.70658 4.46404
N -2.21089 -1.63034 -2.68866
N 3.61926 -0.56146 1.03363
N -4.77581 1.39131 3.03605
N -0.02970 0.44671 -4.36064
N 1.30347 -3.69831 -0.14738
N 3.60222 0.39762 -1.00573
N 1.21425 -3.08574 -2.36528
N 2.12187 -2.97252 5.13678
N -3.56997 -0.77501 -1.06438
C 0.90910 1.78254 3.48986
C 1.50504 -4.05499 -1.45558
C 0.74922 1.57099 -4.51262
C -2.18777 3.67609 -3.05842
C -3.63138 1.17859 2.34457
C -3.47986 -1.57497 -2.17347
C 4.38178 -0.08678 0.00281
C -2.18895 2.43005 -2.18814
C 1.76742 -2.76155 3.83997
C 0.16837 -0.22893 -0.05658
H 1.97659 0.93493 1.97069
H -4.46139 -0.70309 -0.61359
H -3.22268 2.20665 -1.88751
H 2.45515 -3.01823 1.94917
H -0.98966 1.75345 -0.77837
H -5.51435 2.00373 2.73881
H -4.94497 0.98930 3.93922
H 1.80626 3.38198 4.40344
H 4.07260 -0.90975 1.85784
H -2.60731 1.71479 0.71683
H 2.62606 -0.70850 0.91772
H -0.40524 -0.02450 -5.15800
H -2.04041 -2.35199 -3.36724
H -1.93282 1.58728 -2.83729
H 3.03497 -3.32819 5.35164
H -2.56774 4.55921 -2.54787
H -2.74878 -0.30247 -0.73962
H 1.63063 -2.44760 5.83738
H 0.96371 -2.76085 0.05375
H 1.13952 -3.31967 -3.33584
H -4.15672 2.47611 0.78479
H -2.68629 3.50504 -4.01120
H 1.77082 2.89707 -3.33090
H 2.70182 2.35186 2.58731
H -1.14704 3.86960 -3.33753
H 1.06682 -2.14636 -2.04158
H -1.41350 -1.29031 -2.18434
H 2.60631 0.27210 -0.88554
H 1.60195 -4.34348 0.55584
H 1.00346 1.58550 -2.46732
H 0.34474 2.83196 5.14688
H 4.01827 0.75616 -1.84319
H 3.53138 -3.43246 3.28534
H -0.08856 0.12312 -3.41421
*
```

The orbital gap (alpha / beta) is 9.4 / 5.9 eV. The HOMO energy (alpha / beta) is -9.6 / -9.6 eV. The calculation puts the relative energy (zero: lowest compared OMol25 entry of this formula, charge and spin) at 0.00 kJ/mol.